Computed, not measured: a structure of composition C3H5NOS, with wB97M-V/def2-TZVPD.

Each line ends with the Löwdin charge.
Element x y z (Å)
C -0.40817 0.67554 -1.78207  -0.13
H 1.18876 -1.06978 -0.30653  0.20
H 0.97853 1.62199 0.05213  0.18
C -0.03371 -1.13589 1.45322  -0.74
C 0.08890 0.71587 -0.14847  -0.22
N 0.44307 -0.58575 0.37599  -0.20
H -0.86836 1.73300 -2.09503  0.14
S -0.65791 -0.12122 2.55933  0.63
O 0.16593 -0.26988 -2.43567  -0.05
H -0.00328 -2.34879 1.55804  0.13
H -0.89376 0.78492 0.76907  0.06

**Electronic energy**: -17560.800 eV
**Maximum force**: 7.41 eV/A
**Energy relative to the best compared isomer or geometry (same formula, charge and spin)**: 4.467 eV
**Multiplicity**: 1
**HOMO-LUMO gap**: 8.278 eV